DFT (ωB97M-V with the def2-TZVPD basis set) results for a molecular structure, C32H49ClNO4PPb.

Summary:
Max |F|, eV/Å: 3.6
LUMO energy, eV: -0.88
Energy relative to the best compared isomer or geometry (same formula, charge and spin), kcal per mole: 15.0
Electronic energy, Eh: -2598.6812

Each line ends with the Mulliken charge.
Cartesian coordinates (Å):
Pb  -1.17154  -0.61103  1.82902  1.039
P  -0.85816  0.66487  -1.14964  -0.640
Cl  -3.76935  -0.79697  1.46103  -0.538
C  -0.34893  -1.12293  -0.43483  -0.709
H  0.50848  -1.00247  -1.13777  0.175
H  -0.47644  -2.30804  -0.25972  0.333
C  -1.12922  2.39102  -0.35693  0.045
C  -2.52959  0.15249  -1.65625  1.639
C  -1.43292  3.61411  -1.25272  -0.821
H  -2.04073  2.20801  0.23516  1.154
C  -1.82517  4.83536  -0.40346  -0.940
H  -0.54307  3.88634  -1.83936  0.347
H  -2.23552  3.42385  -1.98268  0.234
C  -0.77481  5.18499  0.64913  -0.740
H  -1.96251  5.69468  -1.07046  0.387
H  -2.78065  4.62644  0.09940  0.377
C  -0.30848  3.95844  1.46526  -0.955
H  0.10073  5.64819  0.16893  0.319
H  -1.18450  5.92636  1.34532  0.403
C  0.02056  2.74133  0.57956  -0.270
H  0.57886  4.22242  2.06289  0.409
H  -1.10780  3.68464  2.17686  0.369
H  0.91058  2.98157  -0.01932  0.265
H  0.27879  1.90112  1.23830  -0.038
C  0.02895  1.06317  -2.77335  0.166
C  -2.38333  -0.90976  -2.73155  -1.096
H  -2.91908  -0.33055  -0.74300  -0.427
C  -3.68122  -1.70656  -2.79248  -0.959
H  -2.23097  -0.41108  -3.69883  0.218
H  -1.49308  -1.51861  -2.54250  0.605
C  -4.86289  -0.77359  -3.09019  -0.703
H  -3.62442  -2.48229  -3.56096  0.385
H  -3.84683  -2.20905  -1.83046  0.353
C  -4.94798  0.44233  -2.15488  -0.912
H  -4.76259  -0.38817  -4.11515  0.274
H  -5.79533  -1.34996  -3.04850  0.381
C  -3.60996  1.16953  -2.04120  -0.579
H  -5.69721  1.14653  -2.53351  0.428
H  -5.25699  0.13050  -1.14830  0.342
H  -3.36685  1.62885  -3.01024  0.163
H  -3.68660  1.95045  -1.27515  0.270
C  1.35845  1.79270  -2.52583  0.118
H  0.25772  0.05560  -3.16130  0.945
C  2.21851  1.86562  -3.78678  -0.824
H  1.12557  2.81508  -2.19295  0.400
H  1.93712  1.30695  -1.72659  -1.111
C  1.47757  2.45690  -4.99673  -0.734
H  3.11787  2.45277  -3.57024  0.437
H  2.56316  0.85478  -4.04027  0.343
C  0.07175  1.85941  -5.18654  -1.041
H  1.39628  3.54671  -4.86421  0.324
H  2.07817  2.28978  -5.90128  0.420
C  -0.74221  1.80494  -3.89323  -0.365
H  -0.48447  2.43756  -5.93461  0.388
H  0.17403  0.83639  -5.57382  0.386
H  -0.94661  2.83250  -3.57030  0.166
H  -1.72247  1.35408  -4.08959  0.034
C  3.06267  -0.34991  0.04532  -0.130
C  2.94191  -1.34520  -0.88410  -0.099
H  2.74302  0.68829  -0.12184  0.243
C  3.10675  -2.81673  -0.55434  -0.941
H  2.60592  -1.14010  -1.91668  0.489
C  3.38055  -3.13219  0.90914  -0.267
H  2.24428  -3.37617  -0.92140  0.359
H  3.92805  -3.19668  -1.16933  0.350
C  4.26382  -2.02014  1.43941  -1.007
H  2.45177  -3.25109  1.47405  0.021
H  3.93429  -4.07079  0.98878  0.345
C  3.61011  -0.61927  1.39657  -0.472
H  4.58105  -2.19643  2.46922  0.412
H  5.14446  -1.92707  0.78921  0.333
H  2.86813  -0.50645  2.19535  0.062
H  4.33869  0.17103  1.63105  0.388
O  -0.58370  -2.95858  2.88402  -0.878
C  0.23357  -2.36583  3.66590  0.858
O  0.57395  -1.12621  3.43443  -0.773
C  0.79170  -3.04313  4.92528  -0.012
C  1.28241  -2.30177  6.01833  -0.069
C  1.56549  -2.86788  7.25721  -0.675
C  1.43033  -4.26501  7.42776  0.089
C  1.03670  -5.04865  6.31817  -0.337
C  0.73165  -4.43843  5.10427  -0.389
N  1.71331  -5.00037  8.63684  0.901
O  2.09040  -4.44064  9.69755  -0.572
O  1.55898  -6.25181  8.56074  -0.566
H  1.40074  -1.24167  5.85833  0.456
H  1.90668  -2.24991  8.09390  0.431
H  0.94279  -6.13169  6.42798  0.435
H  0.45686  -5.09780  4.27569  0.376